Record 1
Computed, not measured: a cluster of 8 separate species, C24H62N14O8 in total in a non-equilibrium geometry, with the ωB97M-V functional and the def2-TZVPD basis.

- Total energy: -2320.303619 hartree
- Energy above the lowest of the compared OMol25 structures with the same formula, charge and spin: 9.23 kJ/mol
- Frontier orbital gap: 0.3436 Ha

The geometry in ORCA input format:
```
! RIJCOSX wB97M-V def2-TZVPD def2/J DEFGRID3
* xyz 0 1
C 3.61783 -0.89811 4.51084
C 2.92644 -0.87706 3.05935
C 2.91848 -2.31104 2.55110
C 1.93778 -3.21556 3.21833
C 0.52683 -2.63690 2.97201
C 0.30795 -1.20775 3.39177
N 1.50756 -0.27710 2.95567
O 1.42832 1.00967 3.43125
C -0.99443 -0.73773 2.71323
C 0.10491 -1.14129 4.90777
C 3.92717 -0.05701 2.18018
H 4.66460 -1.21797 4.29377
H 3.14312 -1.66103 5.12735
H 3.66697 0.04444 5.01923
H 2.62660 -2.40950 1.49726
H 3.92483 -2.74294 2.68609
H 2.10976 -3.41879 4.26730
H 2.05557 -4.24426 2.75779
H -0.21219 -3.25406 3.47367
H 0.19694 -2.77901 1.92759
H -0.92068 -0.97717 1.63408
H -1.84442 -1.16659 3.18260
H -1.02887 0.35686 2.82445
H -0.63721 -0.35873 5.16359
H -0.27352 -2.08537 5.27105
H 0.96050 -0.79671 5.49872
H 4.93621 -0.46201 2.40397
H 3.95197 1.02946 2.37542
H 3.69230 -0.26439 1.16043
H 1.64240 1.02402 4.41677
C -2.94752 -2.82650 0.24307
C -3.04938 -2.58528 -1.21461
C -4.30022 -3.28045 -1.73104
C -4.70292 -2.83425 -3.16824
C -4.79549 -1.29109 -3.21947
C -3.58773 -0.51145 -2.62707
N -3.30993 -1.08945 -1.34746
O -2.31176 -0.33773 -0.70567
C -2.44991 -0.54563 -3.66155
C -4.01742 0.94411 -2.40381
C -1.80456 -3.07938 -1.94527
H -3.75033 -2.49664 0.86769
H -2.10066 -2.32035 0.67525
H -2.73525 -3.88228 0.39044
H -4.36340 -4.33344 -1.78637
H -5.11028 -3.03490 -1.05425
H -5.67130 -3.22276 -3.34640
H -3.97621 -3.21397 -3.86488
H -5.65508 -0.92876 -2.60015
H -5.13531 -1.01615 -4.19652
H -2.38607 0.38759 -4.25331
H -1.44079 -0.51782 -3.20139
H -2.41241 -1.32616 -4.48292
H -3.18520 1.46275 -1.88442
H -4.18422 1.50512 -3.35621
H -4.87027 1.08295 -1.77506
H -1.85992 -2.95339 -3.02229
H -1.52344 -4.17926 -1.73701
H -0.92553 -2.48556 -1.59292
H -1.46743 -0.41791 -1.29297
C 0.81396 0.47814 -0.74722
O 0.77104 0.44124 -1.96824
N 0.60353 1.64490 -0.07762
N 1.03267 -0.60811 0.00264
H 0.21273 1.64742 0.88773
H 0.62526 2.53557 -0.52917
H 1.04227 -0.57671 1.05060
H 1.25896 -1.47730 -0.47833
C 2.83998 -3.24977 -2.15881
O 2.18937 -3.11946 -1.14688
N 2.34346 -4.08313 -3.15955
N 4.11943 -2.71704 -2.31951
H 1.36633 -4.03414 -3.43600
H 2.90984 -4.24899 -3.99686
H 4.59948 -2.38376 -1.52773
H 4.62920 -3.09375 -3.08565
C 1.77532 3.07586 -4.00121
O 2.09423 4.26417 -4.09813
N 0.59066 2.65937 -3.54100
N 2.61457 2.18481 -4.61239
H 0.17806 3.40556 -2.95568
H 0.62655 1.71723 -3.12626
H 2.62383 1.21374 -4.34756
H 3.49897 2.72224 -4.73319
C 0.87663 5.53073 -1.13526
O 0.40868 4.40716 -1.27773
N 0.69104 6.29751 -0.05104
N 1.81576 5.94885 -1.98662
H 0.89777 7.28142 -0.12294
H -0.08451 6.01783 0.58096
H 2.12611 6.89044 -1.79774
H 1.95352 5.48512 -2.86845
C 3.31572 4.13176 1.87672
O 4.13708 5.05651 1.95742
N 2.62760 3.61141 2.85433
N 3.08315 3.53532 0.71848
H 2.22821 2.69400 2.86445
H 2.62236 4.03763 3.74862
H 2.34233 2.93181 0.52315
H 3.47666 4.03405 -0.07475
C -3.82289 1.71233 1.66728
O -4.55197 2.45860 2.30855
N -4.09319 0.35658 1.61967
N -2.64419 1.99970 1.07022
H -3.70118 -0.16327 0.83840
H -5.00661 0.02812 1.94082
H -2.51765 1.41507 0.21725
H -2.37391 2.96492 1.05643
*
```

Record 2
Computed, not measured: a cluster of 17 separate species, C24H63F18N5O22PS in total in a non-equilibrium geometry, with the ωB97M-V functional and the def2-TZVPD basis.

- Total energy: -5417.332806 hartree
- Frontier orbital gap: 0.1718 Ha

The geometry in ORCA input format:
```
! RIJCOSX wB97M-V def2-TZVPD def2/J DEFGRID3
* xyz 1 1
C -5.48066 2.09252 4.13940
C -5.38866 3.19766 3.12724
C -4.16727 3.32155 1.99711
C -3.04249 2.14531 2.18288
N -2.28360 1.95695 3.46406
S -1.82336 3.27257 4.46438
O -2.78890 4.46494 4.60055
O -1.67925 2.70872 5.93448
F -0.28557 3.91856 4.01178
C -1.00628 1.18796 3.05407
N 0.08683 0.85237 3.81676
P 1.56614 0.01450 3.29915
N 1.74822 -0.20322 1.71495
O 2.91572 1.05285 3.80782
O 1.66864 -1.51673 4.12774
N -1.15344 0.83423 1.55739
C -1.63190 -0.59320 1.70883
C -0.94147 -1.65273 0.63324
C -2.01092 -2.61487 -0.14664
C -1.39627 -4.16928 -0.21412
C -0.92614 -4.61924 -1.71926
C 0.35380 -5.65708 -1.75845
O 0.57170 -6.41064 -0.51525
C 1.34457 -7.66040 -0.78375
C 2.84269 -7.68423 -1.49332
O 0.74546 -8.81661 -0.39365
C -2.06782 1.82659 0.85568
N -1.34538 3.16201 0.67002
C -2.92816 1.34281 -0.46631
C -2.59091 2.15255 -1.84961
C -1.38104 1.47756 -2.77046
F -1.65884 0.01224 -2.77435
F -1.69681 1.94962 -4.17166
C 0.12675 1.90752 -2.35411
F 0.05276 3.37859 -1.99576
F 0.44447 1.25450 -1.02791
C 1.29802 1.81413 -3.46057
F 1.05156 2.92410 -4.45823
F 2.56557 2.25197 -2.76017
C 1.50720 0.46264 -4.31621
F 2.31395 0.87181 -5.53317
F 0.25478 -0.08746 -4.96556
C 2.17739 -0.81936 -3.56193
F 1.99530 -1.97790 -4.52014
F 1.27290 -1.18294 -2.40680
C 3.75093 -0.76820 -3.20777
F 4.39030 -2.02357 -3.75813
F 4.54828 0.34551 -3.75250
C 4.11354 -0.81377 -1.57749
F 3.32590 0.18337 -0.81764
F 5.54176 -0.31958 -1.51212
C 4.14628 -2.31972 -0.94509
F 4.02604 -2.19899 0.55521
F 3.10132 -3.24721 -1.41982
F 5.48054 -2.96321 -1.18689
H -5.98344 1.05065 3.86998
H -5.13702 2.20496 5.26854
H -6.27867 3.98602 3.15224
H -4.69764 3.35164 0.95591
H -3.64987 4.38636 2.13663
H -3.73521 1.17038 2.16690
H 0.06091 1.12048 4.84705
H 1.84970 -1.24815 1.54092
H 3.30070 1.40969 2.93255
H 2.40753 -1.38059 4.82089
H -2.80655 -0.68929 1.51504
H -1.48338 -1.01581 2.81437
H -0.32080 -1.02995 -0.14935
H -0.18428 -2.29728 1.25818
H -3.10132 -2.60479 0.27589
H -2.02451 -2.24941 -1.28328
H -2.29532 -4.89483 0.08598
H -0.56379 -4.34195 0.59958
H -1.83388 -5.21200 -2.21728
H -0.67985 -3.73418 -2.44544
H 0.17298 -6.46227 -2.61275
H 1.35542 -5.10312 -2.05494
H 2.73740 -8.18831 -2.56470
H 3.61376 -8.28945 -0.81692
H 3.24145 -6.58777 -1.62552
H -2.01498 3.91093 0.32848
H -0.98771 3.54153 1.57413
H -4.06165 1.62458 -0.20955
H -2.96684 0.15661 -0.59698
H -3.56526 2.02856 -2.53154
H -2.47868 3.31583 -1.71037
O 4.83888 0.76125 1.79492
H 4.44918 -0.05976 1.45862
H 5.67107 0.47601 2.20123
O 0.77316 6.13409 -5.62243
H 0.74046 5.41355 -4.97530
H 1.55871 5.93575 -6.15398
O -7.04881 5.82154 3.84290
H -7.73780 6.45409 4.09624
H -6.22287 6.26305 4.09165
O 3.06434 6.16812 -7.62765
H 3.89259 6.67057 -7.60396
H 2.55370 6.59187 -8.33382
O -3.10204 -0.90616 -5.25683
H -2.27379 -0.40371 -5.23314
H -3.61269 -0.48241 -5.96299
O 0.80359 5.87604 0.69477
H 0.41389 5.05503 0.35847
H 1.63578 5.59080 1.10108
O 1.84467 8.38421 -1.08425
H 1.70563 7.63940 -0.48015
H 1.49050 8.06926 -1.92945
O -3.41030 -1.37545 3.39122
H -4.22013 -1.87896 3.21891
H -3.30120 -1.42955 4.35255
O 4.55891 -5.98967 -0.08684
H 4.99230 -5.91736 0.77686
H 4.63593 -5.09977 -0.46253
O 5.39954 -9.16671 -1.98010
H 5.36685 -9.88724 -1.33297
H 6.18510 -9.36505 -2.51165
O 5.85695 -8.34303 1.20141
H 6.68521 -7.84059 1.22510
H 5.34631 -7.91928 0.49525
O 4.26146 -2.36146 4.31822
H 3.87176 -3.18247 3.98192
H 5.09365 -2.64670 4.72453
O -6.01710 0.72239 0.76165
H -6.71689 0.07134 0.92120
H -6.37328 1.28004 0.05373
O -0.77994 -3.76709 3.51038
H -1.31341 -3.60342 4.30262
H 0.07802 -3.36813 3.71946
O -1.42871 5.93101 -1.68659
H -1.63367 6.71365 -2.21996
H -0.79002 5.44096 -2.22594
O -4.02721 7.50055 3.86918
H -4.05991 6.78001 4.51631
H -3.24166 7.30221 3.33762
*
```